Entry 1:
The following is a quantum chemistry calculation of an isolated molecule of C5H9NO, from the OMol25 dataset.

Each line ends with the Löwdin charge.
Atoms and positions in Å:
C1 1.33129 -1.38140 1.16867  -0.009
C2 1.54684 -0.50094 -0.03925  -0.403
O1 2.60723 -0.46652 -0.62821  0.072
C3 0.41981 0.37162 -0.50413  -0.214
C4 -0.34792 1.24473 0.43521  -0.092
N1 -0.94072 0.05020 -0.10772  -0.133
C5 -1.95300 0.23398 -1.13337  -0.093
H1 1.67441 -2.38941 0.92479  0.089
H2 1.95013 -1.01474 1.99321  0.090
H3 0.28635 -1.40880 1.47694  0.070
H4 0.58469 0.76654 -1.50384  0.146
H5 -0.67079 2.20728 0.03610  0.113
H6 -0.12572 1.23193 1.50062  0.111
H7 -2.92577 0.38281 -0.65662  0.084
H8 -2.00906 -0.66903 -1.74764  0.085
H9 -1.74837 1.09716 -1.78862  0.084

Atomic forces in eV per Å
-0.02 -0.03 0.05
0.22 0.04 -0.04
-0.33 -0.03 0.16
0.13 -0.02 -0.15
0.01 0.17 0.15
-0.03 -0.07 0.01
-0.12 0.01 -0.12
-0.02 0.10 0.03
-0.04 -0.01 -0.11
0.09 0.00 -0.04
-0.05 0.00 0.04
0.06 -0.16 0.07
-0.04 -0.01 -0.17
0.12 -0.01 -0.04
0.02 0.13 0.06
-0.01 -0.11 0.09

- HOMO-LUMO gap (eV) = 10.33
- SMILES = CC(=O)[C@@H]1CN1C
- energy above the lowest of the compared OMol25 structures with the same formula, charge and spin (eV) = 1.961


Entry 2:
The following is a quantum chemistry calculation of an isolated molecule of C2H6O2S2 in a non-equilibrium geometry, from the OMol25 dataset.

Each line ends with the Löwdin charge.
Atoms and positions in Å:
C1 0.58701 -1.03118 0.90205  -0.121
C2 -0.17898 -0.06797 -0.04682  -0.947
S1 0.91936 0.14222 -1.81654  0.586
S2 -1.88993 -0.74648 -0.43182  0.746
O1 -0.08494 1.19903 0.62605  -0.215
O2 -0.66909 2.28561 -0.10585  -0.009
H1 -0.13716 -1.30450 1.59925  0.044
H2 1.34335 -0.45106 1.34314  0.060
H3 1.01593 -1.80834 0.22480  0.092
H4 2.08446 0.41982 -1.05419  -0.110
H5 -1.57994 -1.15342 -1.62407  -0.182
H6 -1.41006 2.51627 0.38401  0.057

Atomic forces in eV per Å
-0.24 0.75 -3.33
1.50 0.80 -1.43
-0.11 -0.02 2.97
0.72 1.21 1.24
-0.96 -0.91 -0.36
2.67 -1.16 -1.93
-0.80 -1.16 1.32
1.24 0.52 0.72
-0.54 0.24 1.09
-1.39 -0.34 -0.97
0.27 -0.32 -1.13
-2.35 0.39 1.81

- HOMO-LUMO gap (eV) = 9.82
- SMILES = CC(S)(S)OO
- energy above the lowest of the compared OMol25 structures with the same formula, charge and spin (eV) = 4.171


Q: Which value of HOMO-LUMO gap does entry 2 give?
A: 9.82 eV